Entry 1:
148
Properties=species:S:1:pos:R:3:forces:R:3:lowdin_charge:R:1 method="wB97M-V/def2-TZVPD" spin_multiplicity=1 de_lowest_kcal_mol=0.0 charge=0 gap_ev=10.8
C 5.1964 -1.6201 0.9840 -0.16 0.20 0.25 -0.0917
C 3.9314 -1.1658 0.2838 -0.79 -0.50 -0.11 -0.2638
C 3.0678 -2.3601 -0.1640 -0.04 -0.30 -0.13 -0.1800
C 3.7815 -3.3678 -0.9546 -0.22 0.51 0.27 -0.2210
N 4.3384 -4.1627 -1.5608 0.30 -0.39 -0.22 0.1621
H 4.9374 -2.2377 1.8498 0.03 -0.04 -0.03 0.0770
H 5.7503 -0.7619 1.3636 0.16 -0.05 -0.10 0.0623
H 5.8271 -2.2189 0.3286 0.10 0.08 -0.02 0.0733
H 4.0951 -0.5160 -0.5751 0.26 0.01 0.03 0.0988
H 3.2582 -0.6345 0.9590 0.27 0.25 0.07 0.0744
H 2.2130 -2.0352 -0.7612 0.02 0.07 0.06 0.0999
H 2.6622 -2.8975 0.6983 -0.01 0.14 0.03 0.1077
C -0.9834 -0.1305 0.4278 0.33 -0.42 -0.42 -0.0899
C -1.0783 0.4711 -0.9724 -0.45 0.11 0.16 -0.2248
C 0.2517 0.4851 -1.7185 0.26 0.29 -0.20 -0.1787
C 1.3352 1.2123 -1.0461 -0.07 -0.33 0.16 -0.2016
N 2.2160 1.7326 -0.5226 -0.10 0.26 0.09 0.1895
H -0.4370 0.4956 1.1360 -0.12 0.12 -0.04 0.0531
H -0.4232 -1.0659 0.3535 -0.05 -0.01 0.16 0.0606
H -1.9629 -0.4043 0.8193 -0.05 0.21 0.09 0.0622
H -1.5361 1.4678 -0.9551 0.25 0.04 0.04 0.1051
H -1.7736 -0.1229 -1.5710 0.09 -0.09 -0.01 0.0921
H 0.1511 0.9743 -2.6862 -0.12 -0.13 -0.08 0.0884
H 0.6231 -0.5215 -1.9197 -0.05 -0.04 0.07 0.0975
C -4.2521 -1.4823 -2.6044 -0.68 0.01 0.49 -0.0972
C -3.7861 -2.5564 -1.6299 0.52 0.20 0.02 -0.2589
C -2.8207 -3.5459 -2.2740 -0.27 -0.55 -0.41 -0.1805
C -3.4991 -4.3725 -3.2841 0.23 0.36 0.22 -0.2468
N -4.0354 -4.9796 -4.0926 -0.27 -0.28 -0.23 0.1495
H -3.4416 -0.8442 -2.9514 0.06 -0.03 -0.07 0.0502
H -4.9826 -0.8572 -2.0844 0.13 0.23 -0.10 0.0690
H -4.7937 -1.8869 -3.4602 0.21 -0.17 -0.08 0.0807
H -4.6277 -3.0836 -1.1830 -0.10 -0.03 -0.07 0.1019
H -3.2328 -2.0908 -0.8063 -0.10 0.04 0.02 0.0848
H -2.3892 -4.2382 -1.5498 0.13 0.18 0.09 0.1117
H -2.0194 -3.0321 -2.8093 0.12 0.00 0.21 0.0997
C -3.6443 0.0799 4.9393 -0.61 -0.23 -0.75 -0.0932
C -2.1417 0.1494 4.7322 -0.41 1.18 1.30 -0.2481
C -1.3417 -0.8447 5.5592 0.47 -0.04 -0.12 -0.1812
C -1.4198 -0.6602 7.0103 -0.35 0.08 -0.36 -0.2270
N -1.4227 -0.5074 8.1451 -0.04 0.00 0.36 0.1523
H -4.1400 0.8902 4.3959 0.14 0.09 0.10 0.0674
H -3.9599 0.1567 5.9792 0.24 -0.06 0.09 0.0845
H -4.0859 -0.8253 4.5040 0.15 -0.10 0.22 0.0535
H -1.8485 1.1229 5.1474 0.11 0.06 -0.37 0.1122
H -1.8599 0.1684 3.6824 0.06 -0.45 -0.04 0.0956
H -0.2865 -0.6373 5.3537 0.00 -0.53 -0.28 0.1122
H -1.6160 -1.8779 5.3414 0.29 -0.06 -0.13 0.0973
C 3.5696 5.8910 -1.4998 0.04 -0.07 0.13 -0.0991
C 2.1798 5.6527 -0.9278 -0.03 -0.22 0.36 -0.2537
C 1.2477 4.8971 -1.8845 0.51 -0.08 0.09 -0.2012
C 1.1174 5.5454 -3.1877 -0.09 -0.25 0.27 -0.2385
N 1.0400 6.0259 -4.2255 -0.13 0.15 -0.29 0.1506
H 4.2583 6.2065 -0.7145 -0.07 0.14 -0.01 0.0674
H 3.5519 6.6615 -2.2697 0.08 -0.08 -0.10 0.0745
H 3.9888 4.9670 -1.9047 -0.07 0.05 -0.15 0.0848
H 1.7529 6.5845 -0.5514 -0.14 0.00 -0.22 0.1132
H 2.2688 4.9923 -0.0657 0.02 -0.01 0.18 0.0737
H 0.2668 4.6816 -1.4611 -0.06 0.29 0.00 0.1107
H 1.7059 3.9156 -2.0372 -0.05 0.04 -0.21 0.0919
C 5.0864 -1.5364 -6.3033 0.58 0.25 -0.82 -0.1133
C 4.5062 -2.8653 -5.8446 -0.27 0.24 -0.43 -0.2524
C 4.1839 -2.9023 -4.3552 0.70 0.19 0.05 -0.1951
C 3.4070 -1.7536 -3.8904 -0.09 -0.36 0.00 -0.2013
N 2.8376 -0.8537 -3.4638 -0.17 0.24 0.02 0.1929
H 4.3454 -0.7609 -6.5022 -0.12 -0.03 0.44 0.0659
H 5.6049 -1.6464 -7.2640 -0.17 -0.22 0.05 0.0733
H 5.8701 -1.1488 -5.6470 -0.27 0.00 0.27 0.0796
H 5.2145 -3.6529 -6.1003 -0.01 -0.14 0.33 0.1113
H 3.5985 -3.0839 -6.4086 0.04 0.02 -0.04 0.0923
H 5.1195 -2.8197 -3.7897 -0.09 -0.25 0.00 0.1162
H 3.7086 -3.8330 -4.0561 -0.10 0.07 0.07 0.1056
C 4.6525 2.0619 2.1057 0.76 0.11 0.38 -0.1096
C 4.4190 3.5652 2.0651 -0.80 -0.34 -0.56 -0.2654
C 5.6973 4.3916 2.1616 0.13 -0.31 0.07 -0.1808
C 6.6842 4.0066 1.1451 -0.59 0.45 0.30 -0.2441
N 7.4507 3.7236 0.3464 0.45 -0.23 -0.45 0.1474
H 5.1080 1.8271 3.0750 -0.26 -0.29 0.00 0.0827
H 5.3898 1.7460 1.3635 -0.14 0.11 -0.16 0.0656
H 3.7492 1.4826 1.9383 -0.11 0.07 0.13 0.0468
H 3.7222 3.8492 2.8562 0.22 0.11 0.23 0.1005
H 3.8731 3.8006 1.1437 0.29 0.10 -0.09 0.0826
H 6.1965 4.2246 3.1206 -0.19 0.15 0.08 0.1218
H 5.4633 5.4502 2.0608 0.17 0.06 0.03 0.1150
C -2.1825 3.3277 2.9932 -0.39 -0.58 -0.81 -0.0945
C -1.0591 3.6382 2.0085 -0.23 0.41 0.31 -0.2451
C 0.3227 3.2436 2.5250 0.24 0.05 -0.17 -0.1890
C 0.6472 3.8431 3.8189 -0.08 0.00 -0.04 -0.2439
N 0.9210 4.3461 4.8131 0.00 0.01 0.14 0.1505
H -1.9979 3.6550 4.0133 0.06 0.08 -0.01 0.0756
H -2.3508 2.2459 2.9649 0.08 0.06 0.36 0.0466
H -3.1211 3.7454 2.6205 0.07 0.22 0.21 0.0782
H -1.0470 4.7087 1.7787 0.03 -0.06 0.06 0.1137
H -1.2657 3.1256 1.0664 0.18 -0.05 0.02 0.0951
H 1.0762 3.6181 1.8370 0.20 -0.14 -0.22 0.0929
H 0.4679 2.1636 2.5964 -0.12 -0.02 0.00 0.1090
C -5.1153 -0.0535 1.6773 0.84 0.65 -0.25 -0.1125
C -6.4649 -0.0785 2.3717 0.34 -0.94 -0.26 -0.2358
C -6.9130 -1.5177 2.7075 0.31 0.40 -0.08 -0.1812
C -7.0553 -2.3521 1.5185 -0.15 0.42 0.48 -0.2387
N -7.1657 -3.0047 0.5876 0.01 -0.42 -0.63 0.1602
H -4.7774 0.9833 1.5601 -0.16 -0.04 -0.12 0.0756
H -5.1133 -0.4927 0.6803 -0.30 -0.07 -0.06 0.0658
H -4.2819 -0.5318 2.2031 -0.38 -0.22 0.29 0.0490
H -7.2108 0.3458 1.7011 -0.06 0.30 0.21 0.1158
H -6.4114 0.4669 3.3121 -0.18 0.18 -0.05 0.1004
H -7.8595 -1.4687 3.2432 0.02 -0.31 0.10 0.1201
H -6.1414 -1.9994 3.3135 -0.20 0.07 0.29 0.0966
C -2.0156 4.0928 -4.8325 -0.38 -0.02 -0.80 -0.0505
C -1.1137 2.9100 -4.5606 -0.37 1.12 0.25 -0.2973
O -2.0337 1.8805 -4.3598 0.25 -0.18 -0.32 0.1009
C -3.2262 2.4402 -3.9464 -0.09 0.28 0.23 -0.5337
O -4.1575 1.8175 -3.5798 -0.02 -0.18 0.07 0.1976
O -3.1505 3.7857 -4.0152 0.12 -0.05 -0.06 0.0866
F -0.4507 3.0979 -3.3641 0.19 -0.10 -0.16 0.0357
H -2.3666 4.0551 -5.8716 0.23 -0.08 0.00 0.1478
H -1.6090 5.0883 -4.6898 0.08 -0.11 0.65 0.1288
H -0.3860 2.7612 -5.3527 0.01 -0.61 0.09 0.1710
C 1.9398 -2.7783 5.4551 -0.29 -0.59 -0.05 -0.0382
C 1.1652 -3.9028 4.7662 0.20 -0.06 0.03 -0.2769
O 1.0030 -3.4574 3.4507 0.03 0.05 0.33 0.1344
C 1.3129 -2.1246 3.3791 -0.04 0.02 -0.22 -0.5390
O 1.1591 -1.4551 2.4163 -0.03 0.02 -0.06 0.1774
O 1.8257 -1.6935 4.5404 0.14 0.01 0.34 0.0729
F -0.0821 -4.1046 5.3273 0.13 0.20 -0.08 0.0415
H 2.9758 -3.0940 5.5771 0.08 0.32 -0.05 0.1426
H 1.5072 -2.5305 6.4219 -0.03 0.15 -0.05 0.1437
H 1.6889 -4.8553 4.7840 -0.18 -0.09 -0.12 0.1704
C 0.3081 -0.6537 -5.5799 -0.04 -0.25 0.22 -0.0647
C 0.4279 -1.3149 -6.9334 0.14 0.20 0.13 -0.2924
O -0.4625 -2.3831 -6.8246 0.28 -0.09 -0.04 0.1359
C -0.5085 -2.7497 -5.4967 0.00 1.08 -0.08 -0.5291
O -1.0825 -3.6788 -5.0752 -0.17 -0.93 0.17 0.2015
O 0.1272 -1.8151 -4.7453 -0.10 0.26 -0.18 0.0474
F 1.7053 -1.8195 -7.0870 -0.09 0.09 -0.07 0.0451
H -0.5989 -0.0471 -5.5019 0.07 0.04 -0.16 0.1286
H 1.1804 -0.0862 -5.2709 0.13 -0.21 0.08 0.1154
H 0.2239 -0.6932 -7.8005 -0.25 -0.14 -0.04 0.1698
C -3.4413 -3.7723 3.7475 -0.05 0.07 -0.25 -0.0433
C -2.7111 -5.1132 3.6898 -0.67 -0.32 -0.54 -0.2838
O -2.0165 -5.0567 2.4691 0.29 0.01 0.33 0.1448
C -2.0053 -3.7899 1.9827 -0.14 -0.02 0.00 -0.5468
O -1.3588 -3.4315 1.0613 0.01 0.05 -0.23 0.1785
O -2.8382 -2.9997 2.6996 0.23 -0.04 0.43 0.0507
F -3.6139 -6.1476 3.6193 0.27 0.32 0.08 0.0603
H -3.3320 -3.2841 4.7131 0.05 0.16 -0.10 0.1223
H -4.4933 -3.8819 3.4869 -0.04 -0.25 0.21 0.1347
H -2.0273 -5.3263 4.5047 0.04 -0.01 0.05 0.1511


Entry 2:
138
Properties=species:S:1:pos:R:3:forces:R:3:mulliken_spin:R:1 method="wB97M-V/def2-TZVPD" spin_multiplicity=4 charge=+2 gap_ev="6.4 / 4.2"
Mo -0.7680 -0.3841 -1.0446 -0.69 -0.53 -0.81 2.1201
C -1.2007 2.3622 -4.7209 -0.05 0.02 0.01 -0.0004
C -0.4007 2.8927 -3.5317 0.11 -0.32 -0.02 0.0234
C 1.0792 2.9297 -3.8914 -0.08 -0.03 0.18 0.0089
P -0.8675 2.0294 -1.9018 -0.10 1.37 0.08 0.0492
C 0.1783 3.0417 -0.7437 -0.15 0.05 0.02 -0.0195
N 1.0529 2.3821 0.1962 0.15 -2.16 -0.01 -0.0003
Ge 1.2217 0.2763 0.4188 -0.49 1.41 1.21 0.0324
N 0.8208 -0.5116 2.1645 0.34 0.50 -1.16 0.0884
C -0.1852 -1.5270 2.3200 -0.35 -0.16 0.11 -0.0258
P -0.8423 -2.2909 0.7550 0.30 -0.46 0.71 0.0011
C -2.3349 -3.1572 1.4892 -0.20 0.22 -0.32 0.0083
C -3.5300 -2.2383 1.6932 -0.03 -0.06 -0.19 -0.0028
C -2.0174 -3.8870 2.7967 0.21 0.05 -0.19 0.0023
C 0.3211 -3.7293 0.3885 0.09 0.21 -0.20 0.0031
C -0.3757 -5.0604 0.0979 -0.08 0.17 -0.20 0.0044
C 1.4534 -3.9256 1.3966 -0.04 0.13 -0.12 0.0045
C 1.4841 -0.1032 3.2798 0.38 0.08 -0.10 0.0076
C 1.0915 -0.4340 4.5868 -0.08 -0.08 0.08 0.0111
C 1.8430 -0.0387 5.6710 0.07 -0.04 -0.12 0.0069
C 3.0485 0.6198 5.4762 0.17 0.12 -0.08 0.0252
C 3.4473 0.9567 4.1951 0.04 0.04 0.33 -0.0226
C 2.6342 0.6927 3.1044 -0.41 -0.61 0.57 0.0703
N 2.9098 1.1706 1.7598 0.48 0.05 -0.02 -0.0102
C 2.8772 2.6184 1.7072 -0.18 0.91 -0.40 0.0002
C 3.7165 3.4432 2.4379 0.15 0.28 0.07 -0.0046
C 3.6766 4.8223 2.3181 0.01 -0.01 0.02 0.0049
C 2.7513 5.4050 1.4707 0.11 -0.16 0.12 0.0008
C 1.8749 4.6120 0.7651 -0.19 -0.17 -0.13 0.0003
C 1.9099 3.2045 0.8581 0.43 -0.08 0.35 0.0090
C 4.1417 0.5439 1.3410 0.03 0.29 0.22 0.1710
C 5.4211 1.0082 1.5848 0.08 0.23 0.00 -0.0898
C 6.5273 0.2204 1.3059 -0.17 0.29 0.17 0.1775
C 6.3594 -1.0618 0.8091 -0.42 -0.59 -0.31 -0.0081
C 5.1038 -1.5003 0.4595 0.70 -0.26 0.02 0.0944
C 3.9838 -0.6736 0.6485 -0.85 -0.33 -0.17 0.0686
N 2.7705 -0.9431 0.0926 1.04 1.03 0.24 0.3793
C 2.8032 -1.8041 -1.0552 -0.05 -0.60 -0.44 -0.0583
P 1.6114 -1.2551 -2.3649 0.26 -0.11 -0.26 -0.0925
C 1.7369 -2.7260 -3.5311 -0.29 0.04 0.29 -0.0221
C 1.0573 -3.9965 -3.0401 -0.01 0.07 0.11 0.0197
C 1.2450 -2.4146 -4.9477 -0.06 0.12 0.01 -0.0042
C 2.7686 -0.0697 -3.2749 -0.36 0.11 0.07 0.0066
C 3.9475 -0.7014 -4.0205 -0.27 -0.04 -0.02 0.0011
C 3.3102 0.9912 -2.3205 -0.22 0.00 0.02 -0.0004
C -2.5268 2.9391 -1.7718 -0.02 -0.11 0.13 0.0060
C -3.0841 3.2752 -0.3932 0.03 0.01 -0.05 0.0016
C -3.6128 2.2369 -2.5960 0.02 0.01 -0.16 0.0065
H -0.7590 2.7255 -5.6467 0.07 0.02 -0.07 0.0009
H -2.2297 2.7031 -4.7083 -0.10 -0.09 -0.01 0.0006
H -1.1899 1.2689 -4.7505 -0.02 0.04 -0.08 -0.0006
H -0.7078 3.9305 -3.3394 0.05 -0.26 0.12 -0.0022
H 1.3650 2.0445 -4.4482 0.05 -0.08 -0.05 -0.0025
H 1.7229 3.0357 -3.0238 0.14 0.02 0.01 -0.0022
H 1.2600 3.7855 -4.5389 0.00 0.05 -0.08 0.0000
H -0.5315 3.6646 -0.1823 0.11 -0.02 -0.18 -0.0002
H 0.7710 3.7146 -1.3797 -0.16 -0.05 0.07 -0.0082
H -1.0738 -1.1214 2.8252 0.10 -0.19 -0.03 0.0016
H 0.2139 -2.3308 2.9471 -0.07 0.03 -0.06 -0.0005
H -2.6117 -3.8850 0.7204 0.11 0.09 0.04 -0.0017
H -3.3361 -1.4742 2.4422 0.04 0.09 0.10 -0.0007
H -4.3795 -2.8267 2.0306 -0.11 -0.15 0.08 -0.0002
H -3.7964 -1.7497 0.7622 -0.06 0.00 0.17 0.0229
H -2.0337 -3.2056 3.6425 0.02 0.14 0.12 0.0005
H -1.0561 -4.3877 2.7828 0.12 -0.14 0.07 -0.0005
H -2.7802 -4.6409 2.9761 -0.09 -0.06 -0.01 0.0005
H 0.7632 -3.4065 -0.5595 -0.09 -0.09 0.16 0.0264
H -0.8084 -5.5050 0.9885 -0.04 -0.03 0.09 0.0003
H 0.3594 -5.7645 -0.2913 0.09 -0.03 -0.01 0.0008
H -1.1544 -4.9438 -0.6530 -0.01 -0.10 0.04 -0.0002
H 1.0878 -4.3299 2.3362 -0.03 -0.02 0.14 -0.0008
H 1.9946 -3.0029 1.6006 0.07 0.09 0.10 -0.0039
H 2.1641 -4.6520 1.0034 0.05 -0.08 -0.07 -0.0003
H 0.1829 -0.9887 4.7528 -0.11 -0.10 -0.04 -0.0028
H 1.5128 -0.2685 6.6723 -0.05 -0.08 0.08 -0.0002
H 3.6735 0.8789 6.3163 0.07 -0.02 0.05 0.0009
H 4.4145 1.4132 4.0770 0.04 0.09 -0.07 -0.0006
H 4.4290 3.0491 3.1352 0.06 -0.10 0.08 -0.0011
H 4.3626 5.4317 2.8836 0.06 0.02 0.10 0.0002
H 2.7040 6.4782 1.3695 -0.02 0.10 -0.02 0.0001
H 1.1433 5.0964 0.1395 -0.05 -0.03 -0.04 -0.0009
H 5.5988 1.9914 1.9795 -0.12 0.10 0.08 0.0060
H 7.5171 0.5901 1.5131 0.12 0.12 0.05 0.0001
H 7.2073 -1.7104 0.6764 0.17 -0.11 -0.06 0.0027
H 4.9820 -2.4880 0.0428 -0.02 -0.05 -0.01 -0.0030
H 2.6133 -2.8445 -0.7767 -0.05 0.02 -0.07 0.0444
H 3.7984 -1.7734 -1.5224 -0.31 -0.05 0.14 0.0063
H 2.8174 -2.9168 -3.5546 -0.12 0.14 0.02 -0.0019
H 0.0016 -3.8324 -2.8253 0.02 -0.06 0.04 -0.0058
H 1.5478 -4.4151 -2.1678 0.03 -0.11 0.19 0.0006
H 1.1216 -4.7447 -3.8252 0.00 -0.12 -0.11 0.0000
H 0.2012 -2.7036 -5.0522 0.07 0.07 0.00 -0.0006
H 1.8193 -2.9988 -5.6621 0.11 -0.04 -0.09 0.0003
H 1.3289 -1.3641 -5.2213 0.02 0.04 -0.09 0.0001
H 2.1254 0.4113 -4.0188 0.08 -0.09 0.16 0.0015
H 4.6141 -1.2480 -3.3550 0.07 -0.07 0.04 0.0028
H 4.5305 0.1065 -4.4616 0.05 0.04 -0.01 0.0004
H 3.6362 -1.3560 -4.8283 0.04 -0.05 -0.04 -0.0008
H 4.0800 0.5739 -1.6741 0.11 -0.04 0.05 0.0051
H 2.5216 1.4098 -1.6925 0.08 0.17 0.03 0.0065
H 3.7726 1.8006 -2.8827 -0.02 0.06 -0.02 0.0005
H -2.2909 3.9044 -2.2413 0.07 -0.26 0.03 0.0004
H -3.4183 2.3878 0.1358 -0.04 0.10 -0.11 -0.0006
H -3.9459 3.9249 -0.5335 -0.10 0.12 -0.10 0.0017
H -2.3735 3.8194 0.2270 -0.05 -0.02 0.14 -0.0006
H -3.2168 1.4515 -3.2388 -0.15 -0.04 -0.01 -0.0027
H -4.1388 2.9579 -3.2160 -0.06 0.09 -0.11 -0.0002
H -4.3360 1.7739 -1.9349 0.01 0.03 -0.03 0.0072
S -1.9964 0.8344 1.3170 -0.43 -0.41 -0.75 -0.0889
C -1.7723 1.5336 2.8326 0.84 0.08 -0.08 0.0068
N -2.7934 1.6136 3.6898 -0.04 -0.11 -0.05 -0.0023
C -2.4501 2.3420 4.8953 -0.07 0.29 0.40 -0.0007
C -0.9283 2.5316 4.7379 0.18 0.19 0.45 0.0011
N -0.6853 2.0802 3.3772 -0.26 0.05 0.03 -0.0007
H -3.7382 1.3882 3.4320 0.02 -0.08 -0.16 -0.0008
H -2.7097 1.7632 5.7843 0.06 0.09 -0.08 -0.0001
H -2.9844 3.2956 4.9357 0.09 -0.08 0.00 0.0003
H -0.3665 1.9213 5.4511 -0.03 0.07 -0.08 -0.0001
H -0.6266 3.5733 4.8522 -0.03 -0.08 0.06 -0.0002
H 0.2361 2.0333 2.9791 -0.09 0.01 -0.21 -0.0048
Se -1.6303 -1.3719 -3.3445 0.61 0.74 -0.41 -0.0620
C -2.2925 -2.7432 -2.3893 -0.22 -0.48 0.02 0.0254
N -2.6498 -3.6423 -1.7654 -0.25 -0.35 0.18 0.0164
C -6.0687 -2.5315 -1.4724 0.02 0.77 0.20 0.0099
Si -5.8805 -0.6825 -1.0698 -0.26 -0.05 0.07 -0.0145
C -6.5261 -0.1903 0.6561 0.21 -0.27 -0.69 0.0022
C -6.6703 0.4136 -2.4112 0.38 -0.43 0.54 0.0065
C -4.0278 -0.3951 -1.0037 -0.16 -0.05 -0.07 0.1396
C -2.8036 -0.3566 -0.9685 -0.08 0.17 0.06 -0.1795
H -7.1048 -2.8420 -1.3820 -0.23 -0.01 0.03 0.0005
H -5.4716 -3.1524 -0.8116 0.13 -0.04 0.14 -0.0018
H -5.7494 -2.7367 -2.4903 0.08 0.03 -0.16 -0.0005
H -7.6103 -0.1638 0.6651 -0.25 -0.02 -0.03 0.0000
H -6.1731 0.7972 0.9406 0.10 0.19 -0.05 -0.0005
H -6.2072 -0.8942 1.4176 0.10 -0.17 0.12 -0.0003
H -7.6674 0.0483 -2.6362 -0.20 -0.12 0.01 0.0000
H -6.1031 0.3976 -3.3362 0.15 -0.05 -0.15 0.0001
H -6.7675 1.4459 -2.0900 0.02 0.17 0.10 0.0002


E_tot (computed, eV): -99843.199 -231708.099